# 1
A structure of composition C43H33Co2O8P in a non-equilibrium geometry, computed with ωB97M-V/def2-TZVPD.

Cartesian coordinates (Å):
C (2.60205, 5.45841, -0.84268)
C (2.48322, 4.33982, 0.16727)
O (2.75169, 3.06956, -0.44937)
C (2.65135, 1.97183, 0.39513)
C (2.93633, 0.79065, -0.38556)
C (3.23760, -0.55022, -0.03172)
C (3.66224, -1.49279, -1.17330)
C (4.02461, -1.10070, -2.48164)
C (4.40187, -2.04785, -3.45313)
C (4.43322, -3.41148, -3.13464)
C (4.09726, -3.81787, -1.83575)
C (3.72731, -2.86981, -0.87833)
O (3.16806, -1.01852, 1.12215)
O (2.34095, 2.14345, 1.57086)
H (2.33445, 6.37331, -0.31110)
H (3.62130, 5.56520, -1.22519)
H (1.91805, 5.32568, -1.68533)
H (3.20285, 4.48444, 0.98165)
H (1.47205, 4.31162, 0.59155)
H (2.91448, 1.01613, -1.44622)
H (4.03808, -0.04091, -2.74526)
H (4.67399, -1.70661, -4.45680)
H (4.71686, -4.14040, -3.89408)
H (4.12489, -4.87265, -1.56247)
H (3.49987, -3.20546, 0.13316)
O (0.39380, -2.76174, 8.59383)
C (-0.23105, -2.27223, 7.75131)
Co (-1.28700, -1.66441, 6.46033)
C (-0.23018, -1.82363, 5.05003)
O (0.43580, -2.04405, 4.12918)
C (-2.23637, -3.12823, 6.56852)
O (-2.77514, -4.14668, 6.68927)
C (-2.32594, -0.37045, 7.14571)
C (-1.13358, 0.10460, 6.52771)
C (-0.17502, 1.07072, 6.45569)
C (1.09511, 0.90305, 5.78428)
C (2.28474, 0.99765, 6.53951)
C (3.52523, 0.85747, 5.93358)
C (3.61620, 0.64343, 4.55379)
C (2.43866, 0.51226, 3.81891)
C (1.19178, 0.62798, 4.40903)
Co (-3.00915, 0.18258, 5.48351)
C (-2.46123, 0.55405, 3.86219)
O (-2.05237, 0.86699, 2.81525)
C (-3.87623, 1.55912, 6.07731)
O (-4.41045, 2.50137, 6.50153)
P (-4.62849, -1.16356, 5.13988)
C (-4.40527, -2.53964, 3.94523)
C (-5.48307, -3.37192, 3.59524)
C (-5.28084, -4.45174, 2.72700)
C (-4.01668, -4.67736, 2.16689)
C (-2.96284, -3.80618, 2.45463)
C (-3.16233, -2.73107, 3.32664)
C (-5.24958, -1.92184, 6.71026)
C (-5.40520, -3.30435, 6.88473)
C (-5.85403, -3.81505, 8.10630)
C (-6.12597, -2.95401, 9.17294)
C (-5.91684, -1.58213, 9.02509)
C (-5.48741, -1.06676, 7.79760)
C (-6.11250, -0.31020, 4.44100)
C (-7.33682, -0.23202, 5.12486)
C (-8.37761, 0.55363, 4.61323)
C (-8.21307, 1.24434, 3.40878)
C (-7.00777, 1.14092, 2.70794)
C (-5.96232, 0.36551, 3.21774)
H (-2.75306, -0.19040, 8.12340)
H (-0.26277, 1.82758, 7.24344)
H (2.21911, 1.18832, 7.61177)
H (4.43852, 0.92436, 6.51993)
H (4.57024, 0.56815, 4.02733)
H (2.49708, 0.33394, 2.75351)
H (0.29599, 0.62508, 3.78810)
H (-6.47706, -3.17563, 4.00349)
H (-6.11312, -5.11872, 2.48972)
H (-3.85583, -5.52690, 1.49789)
H (-1.98071, -3.95695, 2.00267)
H (-2.34459, -2.02956, 3.52369)
H (-5.20525, -3.98266, 6.05584)
H (-5.98658, -4.89288, 8.21919)
H (-6.49832, -3.35313, 10.11822)
H (-6.08530, -0.89947, 9.85645)
H (-5.32422, 0.00845, 7.68404)
H (-7.47311, -0.77481, 6.06240)
H (-9.31598, 0.62473, 5.16600)
H (-9.02521, 1.85762, 3.01514)
H (-6.87422, 1.66921, 1.76475)
H (-5.01562, 0.29910, 2.67468)

Forces on atoms 1 to 6 (eV/Å):
0.03 -0.10 0.01
0.01 -0.85 0.05
-0.07 1.09 -0.16
-0.24 -0.82 0.54
0.16 -0.21 -0.67
-0.63 1.16 0.66

Output
ΔE to the lowest compared entry with this formula, charge and spin ... 43.1 kJ/mol
LUMO level ... 0.14774 Eh
Total charge ... -2
Orbital gap ... 4.8970 eV
2S+1 ... 1

Atom charges from the Löwdin analysis, given in e for atoms 1 to 5: number 1, C, carries -0.09; number 2, C, carries -0.26; number 3, O, carries -0.07; number 4, C, carries -0.48; number 5, C, carries 0.00

---

# 2
A structure of composition C43H33HgNO7P2S in a non-equilibrium geometry, computed with ωB97M-V/def2-TZVPD.

Cartesian coordinates (Å):
Hg (-11.72344, -13.90475, 1.95523)
O (-15.17531, -15.10295, 2.50293)
S (-14.21681, -16.14759, 2.03909)
C (-14.41734, -17.55694, 3.13091)
C (-15.40235, -17.51385, 4.11483)
C (-15.50299, -18.45723, 5.12226)
C (-14.56252, -19.43352, 5.11337)
C (-13.58318, -19.55652, 4.14067)
C (-13.40339, -18.57205, 3.18839)
P (-12.00283, -18.64576, 2.04542)
C (-12.23045, -20.44807, 1.61914)
C (-13.39161, -20.75783, 0.76253)
C (-13.41880, -22.08403, 0.33827)
C (-12.34163, -22.99563, 0.55620)
C (-11.28174, -22.64104, 1.34284)
C (-11.25258, -21.37898, 1.94691)
C (-10.45499, -18.52861, 2.97131)
C (-9.37640, -18.12394, 2.16811)
C (-8.13678, -17.78897, 2.78112)
C (-8.09756, -17.71561, 4.14698)
C (-9.22665, -17.96455, 4.97683)
C (-10.38846, -18.44387, 4.38628)
C (-14.88409, -16.89064, 0.48546)
C (-16.26644, -17.18071, 0.45505)
C (-16.83077, -17.88372, -0.60969)
C (-16.06680, -18.32043, -1.67905)
C (-14.71766, -17.86279, -1.64405)
C (-14.05706, -17.10833, -0.61662)
P (-12.35829, -16.51275, -0.76903)
C (-12.61101, -15.58534, -2.40580)
C (-13.62894, -14.62253, -2.55675)
C (-13.81042, -13.92516, -3.74122)
C (-12.99731, -14.01359, -4.81965)
C (-12.01687, -15.04179, -4.73860)
C (-11.85782, -15.82598, -3.63464)
C (-11.34094, -17.94144, -1.37722)
C (-11.79301, -19.24746, -1.44519)
C (-10.94038, -20.16713, -2.00218)
C (-9.68857, -19.88129, -2.47417)
C (-9.21231, -18.58115, -2.22597)
C (-10.04267, -17.60004, -1.68644)
H (-15.99909, -16.60568, 3.98710)
H (-16.40907, -18.42258, 5.75900)
H (-14.68964, -20.28400, 5.81898)
H (-12.92781, -20.44696, 4.21400)
H (-14.21307, -20.09446, 0.41621)
H (-14.22901, -22.46144, -0.29043)
H (-12.47249, -23.90156, 0.03646)
H (-10.41965, -23.28520, 1.48280)
H (-10.37311, -21.18921, 2.58878)
H (-9.36590, -18.04629, 1.11281)
H (-7.27555, -17.62777, 2.20640)
H (-7.11203, -17.39543, 4.49010)
H (-9.07252, -17.75545, 6.05324)
H (-11.26539, -18.58628, 4.99285)
H (-16.80297, -16.81735, 1.31640)
H (-17.88855, -18.21964, -0.61003)
H (-16.37386, -18.94985, -2.49183)
H (-14.14786, -18.12843, -2.53487)
H (-14.43644, -14.46563, -1.74677)
H (-14.83671, -13.40634, -3.78121)
H (-13.15250, -13.44734, -5.76518)
H (-11.35649, -15.22979, -5.56952)
H (-11.13256, -16.51784, -3.72749)
H (-12.86628, -19.46278, -1.17515)
H (-11.22657, -21.20780, -2.12763)
H (-9.02655, -20.71363, -2.80956)
H (-8.15544, -18.49593, -2.38402)
H (-9.64978, -16.58440, -1.56957)
O (-12.41434, -15.26994, 3.96162)
N (-11.78769, -15.51915, 5.03957)
O (-12.17203, -16.44421, 5.69571)
O (-10.84953, -14.77997, 5.40315)
O (-9.20616, -13.57294, -3.08392)
C (-8.14425, -13.82052, -2.41922)
C (-6.90351, -13.85891, -3.11909)
C (-5.77033, -14.16982, -2.47501)
C (-5.74188, -14.57008, -1.12776)
C (-6.95073, -14.42592, -0.42119)
C (-8.12335, -14.08790, -1.06884)
C (-9.46962, -14.08065, -0.22247)
O (-10.49827, -13.53440, -0.82240)
O (-9.56499, -14.57432, 0.94799)
H (-9.97197, -13.59504, -2.42727)
H (-6.86642, -13.54718, -4.17364)
H (-4.79707, -14.01604, -2.95852)
H (-4.83596, -14.82500, -0.59310)
H (-7.13704, -14.80098, 0.61382)

Forces on atoms 1 to 6 (eV/Å):
0.46 -0.45 -0.05
-0.22 -0.45 -0.30
0.21 0.44 -0.43
1.35 -1.33 1.05
0.18 1.59 -1.52
-1.35 1.16 -0.55

Output
LUMO level (spin up / spin down) ... 0.08449 / 0.03187 Eh
Total charge ... -1
Orbital gap (spin up / spin down) ... 7.5319 / 6.6763 eV
2S+1 ... 2

Atom charges from the Löwdin analysis, given in e for atoms 1 to 5: number 1, Hg, carries 1.00; number 2, O, carries -0.51; number 3, S, carries 0.84; number 4, C, carries -0.35; number 5, C, carries -0.07

---

# 3
A structure of composition C43H33I2O3OsP2S2 in a non-equilibrium geometry, computed with ωB97M-V/def2-TZVPD.

Cartesian coordinates (Å):
Os (0.15118, 0.33681, -0.38540)
O (-1.16591, -0.51985, 2.46028)
S (0.05338, -0.02729, 1.83957)
C (1.37009, -1.16298, 2.22079)
C (1.26944, -1.97944, 3.32922)
C (2.32847, -2.83970, 3.60862)
C (3.45078, -2.86736, 2.79165)
C (3.52717, -2.05231, 1.66591)
C (2.46836, -1.20652, 1.36908)
P (2.37956, -0.18406, -0.09958)
C (1.75429, -1.10823, -1.50500)
C (1.36683, -2.45664, -1.42998)
C (0.73992, -3.05056, -2.51897)
C (0.47628, -2.30921, -3.66415)
C (0.82748, -0.95907, -3.74228)
C (1.45701, -0.34818, -2.67128)
C (3.87341, 0.71768, -0.41121)
C (4.17262, 1.80083, 0.42051)
C (5.37260, 2.46648, 0.24852)
C (6.26017, 2.05544, -0.74232)
C (5.95832, 0.97878, -1.56661)
C (4.76117, 0.29862, -1.40473)
C (0.54166, 1.49200, 2.63719)
C (0.97213, 1.49853, 3.95156)
C (1.29153, 2.71912, 4.53571)
C (1.17841, 3.89834, 3.80910)
C (0.72865, 3.87928, 2.49269)
C (0.39968, 2.66812, 1.90027)
P (-0.26741, 2.53391, 0.22587)
C (0.49447, 3.73834, -0.85429)
C (1.72186, 3.46512, -1.46207)
C (2.32360, 4.41850, -2.26464)
C (1.70849, 5.65054, -2.45505)
C (0.49224, 5.92971, -1.84515)
C (-0.12386, 4.97659, -1.04902)
C (-2.02524, 2.90900, 0.28416)
C (-2.72274, 3.00394, -0.92727)
C (-4.03975, 3.42903, -0.92886)
C (-4.66326, 3.76292, 0.27016)
C (-3.97920, 3.64885, 1.47310)
C (-2.66072, 3.21418, 1.48830)
H (0.37941, -1.96183, 3.94617)
H (2.27587, -3.48986, 4.47158)
H (4.26966, -3.53437, 3.02560)
H (4.40232, -2.08527, 1.02765)
H (1.57504, -3.03388, -0.53666)
H (0.45154, -4.09194, -2.46535)
H (-0.00594, -2.78363, -4.50920)
H (0.62881, -0.39618, -4.64478)
H (1.79095, 0.68464, -2.75341)
H (3.47805, 2.11598, 1.19280)
H (5.62131, 3.30494, 0.88480)
H (7.19873, 2.57859, -0.86922)
H (6.65731, 0.66469, -2.32967)
H (4.52619, -0.54570, -2.04178)
H (1.06863, 0.57906, 4.51572)
H (1.63647, 2.74773, 5.56047)
H (1.44106, 4.84030, 4.27193)
H (0.63804, 4.80248, 1.93267)
H (2.22144, 2.52002, -1.29248)
H (3.27296, 4.20644, -2.73847)
H (2.17934, 6.39678, -3.08105)
H (0.01926, 6.89107, -1.99293)
H (-1.07843, 5.19792, -0.58838)
H (-2.22284, 2.79638, -1.86751)
H (-4.57889, 3.52481, -1.86234)
H (-5.68595, 4.11846, 0.25820)
H (-4.46362, 3.92163, 2.40186)
H (-2.12582, 3.16039, 2.42860)
O (-7.96353, -0.00189, 0.98023)
C (-7.27809, 0.48641, -0.04668)
O (-7.68965, 1.36127, -0.75146)
C (-5.87551, -0.00011, -0.29992)
C (-4.89460, 0.12355, 0.69434)
C (-3.57429, -0.05723, 0.38040)
C (-3.22945, -0.46050, -0.92930)
S (-1.63815, -0.74700, -1.45606)
C (-4.24285, -0.71337, -1.89746)
C (-5.54316, -0.41580, -1.59996)
H (-7.55843, -0.78405, 1.37772)
H (-5.17594, 0.40987, 1.69954)
H (-2.80639, 0.05015, 1.12734)
H (-3.96548, -1.07593, -2.87910)
H (-6.32333, -0.50071, -2.34454)
I (-1.45479, -3.71950, 0.65504)
I (-1.93680, -6.10099, 1.72714)

Forces on atoms 1 to 6 (eV/Å):
-0.01 -1.51 -0.74
0.00 0.01 -0.05
-0.16 0.25 -0.44
-0.12 0.02 -0.07
-0.04 -0.11 0.10
-0.03 0.04 -0.01

Output
ΔE to the lowest compared entry with this formula, charge and spin ... 0.0 kJ/mol
LUMO level (spin up / spin down) ... -0.42893 / -0.42918 Eh
Total charge ... +3
Orbital gap (spin up / spin down) ... 3.8919 / 3.8851 eV
2S+1 ... 1

Atom charges from the Löwdin analysis, given in e for atoms 1 to 5: number 1, Os, carries 0.65; number 2, O, carries -0.41; number 3, S, carries 0.73; number 4, C, carries -0.37; number 5, C, carries -0.04

---

# 4
A structure of composition C43H34Br2LaN4O4S5 in a non-equilibrium geometry, computed with ωB97M-V/def2-TZVPD.

Cartesian coordinates (Å):
La (-0.36855, 1.01371, 0.13316)
S (1.44123, 0.36919, 4.10880)
C (0.28239, 1.37036, 4.93403)
C (0.57249, 1.74999, 6.27145)
C (-0.26047, 2.53751, 7.03563)
C (-1.45550, 3.02489, 6.50536)
C (-1.77667, 2.67966, 5.20905)
C (-0.94991, 1.85201, 4.43487)
S (-1.64281, 1.53329, 2.82178)
C (-2.62010, 0.02691, 3.10269)
C (-2.04390, -1.26677, 2.57891)
C (-2.88178, -2.36039, 2.35699)
C (-2.32108, -3.55973, 1.97079)
C (-0.93435, -3.65807, 1.90611)
C (-0.17818, -2.52722, 2.17614)
C (1.31337, -2.59750, 2.33424)
S (2.15167, -2.08886, 0.80343)
C (3.57817, -1.23491, 1.42938)
C (4.68900, -2.01936, 1.75148)
C (5.84430, -1.45498, 2.26205)
C (5.90529, -0.08237, 2.45342)
C (4.81816, 0.70579, 2.12500)
C (3.65228, 0.15088, 1.59872)
S (2.33392, 1.32287, 1.26116)
N (-0.73084, -1.33404, 2.41322)
H (1.50566, 1.38699, 6.68283)
H (0.02014, 2.77804, 8.05563)
H (-2.10941, 3.66486, 7.08395)
H (-2.69067, 3.05061, 4.76146)
H (-3.60462, 0.20061, 2.66517)
H (-2.73246, -0.06062, 4.18414)
H (-3.95379, -2.25484, 2.46928)
H (-2.94563, -4.41531, 1.74359)
H (-0.44579, -4.59532, 1.66821)
H (1.61511, -3.61019, 2.59934)
H (1.60451, -1.88982, 3.11328)
H (4.62646, -3.08823, 1.59283)
H (6.68922, -2.08423, 2.51271)
H (6.79580, 0.37397, 2.86705)
H (4.85361, 1.77521, 2.28824)
S (2.94962, -0.04198, -3.61331)
C (1.76380, -1.28937, -3.49520)
C (1.44211, -2.27436, -4.42635)
C (0.50186, -3.21884, -4.06846)
C (-0.07829, -3.19378, -2.79393)
C (0.23912, -2.20880, -1.88300)
C (1.15185, -1.21720, -2.24546)
N (1.56418, -0.14854, -1.45012)
C (2.52239, 0.51655, -2.00382)
C (3.23077, 1.69912, -1.45553)
C (4.02032, 2.43413, -2.34710)
C (4.65698, 3.59995, -1.97387)
C (4.49163, 4.08433, -0.68517)
C (3.73610, 3.36162, 0.21753)
C (3.13705, 2.15203, -0.13046)
H (1.92848, -2.30383, -5.39290)
H (0.22404, -3.99441, -4.77066)
H (-0.78586, -3.96455, -2.51433)
H (-0.19546, -2.22060, -0.89032)
H (4.12366, 2.09910, -3.37133)
H (5.26142, 4.13624, -2.69412)
H (4.94775, 5.01913, -0.38533)
H (3.57226, 3.73194, 1.22115)
Br (0.18364, 3.69536, 0.87799)
C (-3.29849, 4.36965, -0.20663)
Br (-3.14998, 2.40605, -0.26442)
H (-3.92477, 4.56786, -1.08584)
H (-3.88245, 4.54334, 0.70223)
O (-1.55441, 0.40751, -2.10664)
C (-2.17736, -0.46001, -1.46405)
O (-2.04089, -0.60411, -0.20725)
C (-3.10589, -1.39401, -2.18156)
C (-3.57195, -1.07433, -3.44864)
C (-4.38504, -1.96172, -4.14018)
C (-4.71659, -3.18377, -3.57632)
C (-4.23694, -3.47983, -2.31289)
C (-3.44927, -2.60276, -1.59689)
N (-4.57174, -4.79363, -1.71552)
O (-5.23354, -5.56577, -2.38181)
O (-4.15886, -5.02759, -0.59737)
H (-3.29152, -0.12149, -3.87646)
H (-4.75939, -1.70675, -5.12280)
H (-5.33351, -3.90320, -4.09429)
H (-3.09568, -2.84782, -0.60375)
C (-1.39286, 2.49109, -4.96176)
C (-0.81279, 3.57755, -4.05108)
C (-0.12671, 2.97801, -2.90955)
N (0.34842, 2.45017, -2.01269)
H (-2.07281, 2.93707, -5.68628)
H (-1.93404, 1.75973, -4.36376)
H (-0.59990, 1.97093, -5.49958)
H (-1.59957, 4.21408, -3.64278)
H (-0.10710, 4.21592, -4.58292)

Forces on atoms 1 to 6 (eV/Å):
0.65 0.90 0.41
-0.03 0.19 0.05
0.01 -0.06 0.06
-0.03 -0.02 -0.07
-0.01 -0.04 -0.06
0.07 -0.04 0.01

Output
LUMO level ... 0.04123 Eh
Total charge ... -1
Orbital gap ... 3.9290 eV
2S+1 ... 1

Atom charges from the Löwdin analysis, given in e for atoms 1 to 5: number 1, La, carries 1.41; number 2, S, carries 0.54; number 3, C, carries -0.71; number 4, C, carries -0.16; number 5, C, carries -0.12

---

no.,energy (Ha)
1,-5367.13829
2,-3473.99319
3,-4048.33515
4,-9349.66304